No. 1
ORCA calculation (ωB97M-V/def2-TZVPD) on a structure of composition C9H33BeN16O11Pb in a non-equilibrium geometry.

XYZ file:
```
71
Properties=species:S:1:pos:R:3
O 19.674 13.783 5.688
Pb 13.691 19.310 6.954
H 9.894 14.070 5.453
H 18.881 16.068 5.424
O 13.170 17.362 8.796
H 18.910 16.954 1.952
N 12.853 15.236 8.298
H 14.049 10.949 6.507
H 8.884 14.445 6.796
O 13.605 16.825 5.491
N 12.248 15.947 10.368
C 12.127 19.147 3.754
H 14.327 14.412 1.727
O 15.272 15.344 5.294
N 16.276 12.861 1.443
O 12.884 13.502 5.168
N 14.161 11.728 5.888
N 18.124 15.418 5.566
N 15.068 13.398 9.071
O 12.205 19.311 4.987
O 15.243 11.671 3.036
H 17.879 12.260 5.276
N 11.124 18.473 3.206
H 14.570 13.318 8.204
H 17.164 15.639 5.316
Be 17.748 18.906 6.245
C 15.242 12.635 2.274
H 17.354 15.559 8.865
H 15.443 17.233 1.623
H 14.851 12.654 9.720
N 15.869 17.572 2.469
N 12.367 12.282 7.048
H 14.632 11.578 5.001
O 17.687 17.990 3.787
N 10.800 16.266 5.150
O 16.786 13.948 10.430
C 18.489 14.129 5.529
H 11.346 17.112 5.196
H 12.216 16.618 11.121
C 17.186 17.612 2.713
H 12.545 11.504 7.652
H 11.042 15.452 4.620
H 16.265 13.684 0.876
H 12.512 14.353 8.638
H 12.275 14.992 10.692
C 12.913 16.217 9.195
H 10.301 18.279 3.756
C 9.761 16.081 6.004
N 13.101 19.509 2.898
O 9.416 16.932 6.817
H 12.941 19.497 1.904
N 17.534 13.195 5.426
H 16.590 13.517 5.320
H 15.191 17.974 3.095
H 14.428 14.887 5.041
H 11.218 18.196 2.244
H 13.777 13.591 3.125
C 13.176 12.640 5.990
N 17.911 16.819 1.906
N 16.602 14.997 8.492
C 14.835 16.579 5.543
H 17.043 12.210 1.509
H 17.459 16.051 1.451
H 13.971 19.897 3.218
H 16.253 15.263 7.587
C 16.157 14.089 9.375
H 12.654 15.564 7.363
H 11.561 12.882 7.150
O 15.540 17.510 5.982
N 14.273 13.553 2.241
N 9.421 14.761 6.002
```

Properties
Energy above the lowest of the compared OMol25 structures with the same formula, charge and spin: 0.00 kJ/mol
HOMO energy: -0.6040 Eh
F_max: 4.20 eV/A
Total charge: +3
LUMO: -0.528 Ha
E_tot: -61857.259 eV

---

No. 2
ORCA calculation (ωB97M-V/def2-TZVPD) on a cluster of 7 separate species, C9H33O7 in total in a non-equilibrium geometry.

XYZ file:
```
49
Properties=species:S:1:pos:R:3
H 1.420 2.863 -3.108
H -1.050 -4.432 1.626
C -2.189 2.160 1.499
H 5.864 -0.351 -1.867
H 3.976 -1.406 -3.879
H 0.368 -2.684 0.388
H -1.476 1.617 2.120
H 0.928 0.672 -0.298
O 2.190 1.074 1.145
H -2.264 -1.796 0.883
H -4.944 1.422 3.445
C 3.623 -0.381 -3.764
H -3.074 2.939 3.149
H 2.692 0.620 1.822
C -0.804 -1.746 2.441
C -3.445 2.423 2.263
O 2.677 -0.854 -1.655
H -4.327 0.303 2.314
H -2.116 -0.868 -2.424
O 0.756 2.863 -2.418
H 5.072 -1.755 -1.786
C -4.036 1.180 2.893
H 0.776 3.754 -2.067
O -1.287 -0.395 -2.498
H -2.247 1.532 0.610
H -1.509 -1.783 3.272
H -2.759 -3.790 1.786
H 3.410 0.857 -1.889
O -0.429 -2.222 0.114
C -1.834 -3.799 1.210
H -0.888 -0.662 2.363
H 4.291 0.345 -4.228
H 2.491 -1.623 -2.200
H 4.803 -0.615 -0.470
H 2.550 1.961 1.134
H -0.249 0.253 -1.252
C 4.883 -0.707 -1.553
H 0.408 1.724 -1.341
H 2.603 -0.357 -4.147
O 0.160 0.984 -0.783
H -1.841 3.133 1.153
H -0.759 -0.927 -3.093
C -1.356 -2.348 1.128
C 3.702 -0.138 -2.225
O -4.439 2.993 1.465
H -3.443 0.882 3.758
H -2.040 -4.231 0.231
H 0.230 -2.030 2.634
H -5.067 3.347 2.098
```

Properties
HOMO energy (alpha / beta): -0.5497 / -0.5497 Eh
F_max: 4.02 eV/A
Total charge: +2
LUMO (alpha / beta): -0.205 / -0.452 Ha
E_tot: -24181.067 eV
Spin multiplicity: 2
<S²>: 0.75

---

No. 3
ORCA calculation (ωB97M-V/def2-TZVPD) on a structure of composition C9H34B2Cl2HgO10P2 in a non-equilibrium geometry.

XYZ file:
```
60
Properties=species:S:1:pos:R:3
H -2.196 2.461 2.792
B -1.642 1.127 -1.095
H -1.627 -0.281 -5.499
H -2.109 0.161 -1.209
O -1.339 -1.288 -3.233
H 0.708 -0.807 -3.637
H 2.353 -1.818 -0.737
H 0.486 -5.320 2.477
H -2.946 3.931 1.913
Cl -2.392 5.632 -2.069
H 4.047 1.750 2.528
P -0.848 -2.810 0.385
H 4.821 0.779 1.318
B -2.479 2.959 1.877
H -1.661 4.511 -0.253
Hg -1.954 0.732 1.173
O 0.214 0.703 1.928
O 1.929 2.583 2.326
C -0.201 -1.176 -4.111
O -0.694 1.191 -4.461
H -1.136 1.053 -3.620
H 0.705 -5.242 0.662
O -1.908 -3.902 -0.276
H -1.358 -0.614 -2.550
H 2.596 3.400 0.384
C 1.464 -1.786 -0.107
C -0.638 -0.060 -5.098
O 0.471 -2.627 -0.633
H -0.193 -2.165 -4.570
H 1.273 -0.714 -0.059
C 4.137 0.726 2.165
H 1.472 -0.833 5.487
C -1.274 4.519 -1.273
H -3.000 -3.668 -1.947
H 4.529 0.201 3.037
H 0.912 2.622 0.533
C 0.071 -5.010 1.518
H 1.754 -1.307 4.011
H -0.011 0.026 -5.986
H 1.824 -2.202 0.834
O -0.260 -3.632 1.650
O 1.723 0.769 4.150
P 1.488 1.039 2.593
H -2.324 1.776 -0.568
H -1.433 3.498 -1.620
H -0.899 -5.499 1.425
Cl 0.345 5.130 -1.425
H -3.254 2.309 1.502
O 2.797 0.259 1.966
O -1.396 -1.482 0.722
H 1.286 4.098 1.109
C 1.754 3.118 1.016
H -1.605 2.919 1.246
H -2.204 -5.155 -1.731
H -1.299 1.470 -2.058
H -0.799 1.042 -0.426
H -1.272 -3.865 -2.393
C -2.037 -4.081 -1.646
C 2.089 -0.494 4.655
H 3.137 -0.656 4.906
```

Properties
HOMO energy: -0.3456 Eh
F_max: 5.44 eV/A
Total charge: 0
LUMO: -0.027 Ha
E_tot: -79504.758 eV

---

No. 4
ORCA calculation (ωB97M-V/def2-TZVPD) on a cluster of 9 separate species, C9H34F6O8P in total in a non-equilibrium geometry.

XYZ file:
```
58
Properties=species:S:1:pos:R:3
H -2.512 8.776 -19.158
H 8.945 12.429 -14.172
H -0.006 11.641 -23.825
O 6.181 4.913 -21.515
H -2.455 12.977 -24.231
H 6.911 3.593 -18.662
F 4.060 9.828 -20.147
H 3.943 3.290 -20.840
O -0.600 12.008 -24.484
F 1.767 9.843 -20.650
H 0.722 14.845 -19.364
H 8.525 11.972 -15.791
H 6.779 5.274 -19.021
H 4.814 2.836 -19.406
O -4.209 7.787 -18.501
C 4.686 3.644 -20.125
H 6.827 13.439 -20.511
C 1.966 8.264 -12.690
H -2.285 11.501 -23.338
H 8.050 4.335 -19.834
H -4.656 8.621 -18.337
H 7.256 8.571 -14.647
H 10.060 11.397 -14.999
O 0.082 12.544 -14.392
H -2.545 8.224 -17.449
H 2.940 9.887 -12.344
C 6.159 3.855 -20.573
F 2.888 11.731 -20.463
F 2.565 9.214 -18.468
H 8.144 13.696 -21.212
H 2.178 8.426 -13.747
O 6.805 11.063 -14.231
C -2.813 7.980 -18.477
O 0.413 15.677 -19.003
C 8.996 11.602 -14.880
F 1.481 11.237 -18.784
H 8.891 8.715 -15.196
C 8.089 10.541 -14.254
H 0.453 16.287 -19.740
H -2.286 7.085 -18.807
F 3.662 11.161 -18.415
H 6.398 10.867 -15.078
H 5.925 5.688 -21.009
H 0.982 7.795 -12.695
H 0.439 12.160 -15.193
H 2.736 7.597 -12.301
O 7.512 14.099 -20.617
H 0.445 12.008 -13.687
H 6.626 2.947 -20.954
O 2.098 9.539 -12.040
C -1.728 12.367 -23.695
C 7.021 4.313 -19.474
H -1.579 12.879 -22.745
H 8.423 10.257 -13.256
H 4.348 4.460 -19.487
C 7.964 9.276 -15.080
H 7.649 9.478 -16.104
P 2.736 10.462 -19.481
```

Properties
Energy above the lowest of the compared OMol25 structures with the same formula, charge and spin: 0.00 kJ/mol
HOMO energy: -0.3045 Eh
F_max: 2.43 eV/A
Total charge: -1
LUMO: 0.083 Ha
E_tot: -51864.302 eV